No. 1
{
  "formula": "C34H67BrCl11F3N3O3P",
  "method": "ωB97M-V with the def2-TZVPD basis set",
  "symbols": ["C", "C", "C", "Br", "C", "O", "C", "C", "C", "C", "F", "C", "C", "F", "C", "C", "C", "F", "N", "C", "C", "C", "C", "C", "N", "C", "C", "N", "C", "C", "C", "C", "O", "P", "O", "Cl", "H", "H", "H", "H", "H", "H", "H", "H", "H", "H", "H", "H", "H", "H", "H", "H", "H", "H", "H", "H", "H", "H", "H", "H", "H", "H", "H", "H", "H", "H", "H", "H", "H", "H", "H", "H", "H", "H", "H", "H", "H", "H", "H", "H", "H", "H", "H", "Cl", "C", "C", "Cl", "H", "H", "H", "H", "Cl", "C", "C", "Cl", "H", "H", "H", "H", "Cl", "C", "C", "Cl", "H", "H", "H", "H", "Cl", "C", "C", "Cl", "H", "H", "H", "H", "Cl", "C", "C", "Cl", "H", "H", "H", "H"],
  "positions_angstrom": [[-5.413, -0.702, -0.723], [-3.996, -0.556, -0.136], [-3.083, 0.183, -1.132], [-3.125, 2.110, -0.815], [-1.686, -0.381, -1.463], [-1.775, -1.796, -1.652], [-2.570, -2.406, -2.661], [-1.663, -2.875, -3.837], [-3.369, -3.604, -2.112], [-2.755, -4.360, -0.949], [-1.560, -4.974, -1.329], [-1.173, 0.248, -2.804], [-2.109, 0.543, -3.972], [-0.525, 1.454, -2.519], [-0.556, -0.277, -0.313], [-0.826, -1.444, 0.706], [-0.330, -2.886, 0.532], [-1.111, -3.635, 1.460], [-0.493, 1.004, 0.391], [-0.944, 1.166, 1.789], [-2.296, 0.722, 2.361], [-2.278, 0.880, 3.913], [-2.290, -0.469, 4.664], [-0.908, -1.126, 4.829], [-1.048, -2.590, 4.880], [0.449, 2.142, 0.249], [1.501, 2.402, -0.823], [1.955, 3.827, -0.688], [2.811, 3.956, 0.508], [3.511, 5.318, 0.628], [2.602, 4.147, -1.934], [4.057, 3.819, -2.133], [1.956, 4.635, -2.825], [1.099, -1.006, -1.002], [1.815, 0.018, -2.029], [2.201, -0.515, 0.728], [-5.870, 0.292, -0.828], [-5.396, -1.148, -1.722], [-6.050, -1.280, -0.054], [-3.591, -1.551, 0.081], [-4.105, 0.004, 0.793], [-3.617, 0.137, -2.085], [-3.317, -1.734, -3.084], [-0.716, -2.338, -3.842], [-2.176, -2.742, -4.794], [-1.415, -3.937, -3.736], [-4.391, -3.340, -1.815], [-3.461, -4.290, -2.963], [-3.445, -5.139, -0.606], [-2.569, -3.699, -0.096], [-0.418, -0.455, -3.170], [-2.947, 1.185, -3.685], [-1.516, 1.108, -4.700], [-2.459, -0.355, -4.477], [-1.894, -1.562, 0.846], [-0.403, -1.122, 1.660], [-0.504, -3.331, -0.442], [0.700, -3.032, 0.871], [-0.926, 2.245, 1.987], [-0.155, 0.770, 2.459], [-2.566, -0.309, 2.170], [-3.111, 1.340, 1.965], [-3.131, 1.484, 4.236], [-1.366, 1.423, 4.203], [-2.730, -0.338, 5.658], [-2.932, -1.186, 4.129], [-0.465, -0.805, 5.778], [-0.230, -0.801, 4.025], [-0.242, -3.012, 5.323], [-1.115, -2.979, 3.945], [1.027, 2.162, 1.187], [-0.150, 3.065, 0.261], [1.157, 2.306, -1.844], [2.385, 1.759, -0.696], [2.137, 3.829, 1.360], [3.554, 3.147, 0.575], [4.589, 5.185, 0.514], [3.341, 5.754, 1.618], [3.125, 6.037, -0.104], [4.453, 3.083, -1.437], [4.651, 4.733, -2.010], [4.202, 3.466, -3.156], [1.327, 0.780, -2.362], [-6.658, -1.965, 3.982], [-6.206, -3.683, 4.114], [-4.904, -4.007, 3.429], [-5.044, -3.794, 1.662], [-7.020, -4.257, 3.679], [-6.129, -3.922, 5.174], [-4.660, -5.051, 3.614], [-4.081, -3.386, 3.772], [-3.416, -3.229, -7.423], [-2.851, -1.796, -8.322], [-1.353, -1.778, -8.488], [-0.506, -1.531, -6.939], [-3.198, -0.915, -7.789], [-3.324, -1.827, -9.301], [-1.075, -0.951, -9.139], [-0.987, -2.706, -8.918], [6.018, 1.944, 0.645], [5.086, 0.456, 0.311], [5.868, -0.528, -0.516], [6.153, 0.065, -2.176], [4.168, 0.752, -0.196], [4.817, 0.012, 1.268], [5.304, -1.456, -0.601], [6.837, -0.738, -0.071], [6.520, 5.377, 3.023], [8.121, 5.428, 2.242], [8.108, 6.251, 0.980], [7.138, 5.477, -0.300], [8.420, 4.402, 2.040], [8.814, 5.867, 2.957], [9.122, 6.350, 0.597], [7.696, 7.241, 1.154], [3.267, 0.319, 5.406], [2.087, -0.626, 4.464], [2.647, -1.953, 4.019], [3.945, -1.754, 2.809], [1.783, -0.021, 3.613], [1.224, -0.796, 5.105], [1.862, -2.541, 3.546], [3.061, -2.512, 4.854]],
  "mulliken_charge": [-2.017, 0.706, -0.896, -0.027, 0.210, 0.080, 0.720, -0.911, -1.103, 0.051, -0.372, -0.541, -1.769, -0.473, 1.845, -0.407, -0.797, -0.444, 1.767, -1.378, 0.473, -1.406, -0.740, 0.248, -0.647, -1.100, 0.230, -0.076, 0.261, -1.171, 0.572, -0.839, -0.616, -0.512, -0.516, -0.031, 0.425, 0.398, 0.401, -0.389, 0.167, 0.946, 0.166, 0.129, -0.074, 0.582, 0.402, 0.518, 0.472, -0.182, 0.761, 0.266, 0.530, 0.274, -1.234, 0.756, 0.113, 0.570, 0.701, 0.090, -0.445, 0.699, 0.496, 0.402, 0.451, -0.010, 0.771, -0.581, 0.295, 0.181, 0.646, 0.186, 0.360, -0.825, 0.440, -0.148, -0.031, 0.370, 0.355, 0.153, 0.183, 0.403, 0.551, -0.181, -0.502, -0.188, -0.102, 0.333, 0.335, 0.396, -0.101, -0.192, -0.498, -0.512, -0.109, 0.295, 0.368, 0.307, 0.334, -0.080, 0.925, -0.501, -0.202, -1.027, 0.010, 0.257, 0.431, -0.162, -0.463, -0.549, -0.113, 0.292, 0.351, 0.352, 0.302, -0.195, 0.854, -0.370, -0.144, -0.445, -0.192, 0.117, 0.500],
  "spin_multiplicity": 1,
  "e_tot_ev": -272187.82155,
  "lumo_energy_ev": 0.461,
  "homo_ev": -7.89,
  "charge": 0,
  "orbital_gap_ev": 8.352
}

No. 2
{
  "formula": "C34H67F2N6O4P2Si",
  "method": "ωB97M-V with the def2-TZVPD basis set",
  "symbols": ["C", "Si", "C", "C", "C", "C", "F", "F", "C", "C", "C", "P", "N", "C", "N", "P", "N", "O", "O", "C", "N", "C", "C", "C", "C", "C", "C", "H", "H", "H", "H", "H", "H", "H", "H", "H", "H", "H", "H", "H", "H", "H", "H", "H", "H", "H", "H", "H", "H", "H", "H", "H", "H", "H", "H", "H", "H", "H", "C", "C", "C", "C", "C", "C", "N", "O", "C", "C", "C", "H", "H", "H", "H", "H", "H", "H", "H", "H", "H", "H", "H", "H", "H", "H", "H", "H", "H", "C", "C", "C", "C", "C", "C", "N", "O", "C", "C", "C", "H", "H", "H", "H", "H", "H", "H", "H", "H", "H", "H", "H", "H", "H", "H", "H", "H", "H"],
  "positions_angstrom": [[3.666, 2.904, 0.054], [3.773, 1.170, -0.631], [5.560, 0.654, -0.788], [3.007, 1.023, -2.359], [2.045, 2.164, -2.716], [0.953, 1.816, -3.728], [1.190, 0.608, -4.339], [0.988, 2.753, -4.746], [-0.510, 1.826, -3.238], [-1.458, 1.105, -4.223], [-1.952, -0.231, -3.675], [-2.990, -1.088, -4.921], [-2.401, -1.281, -6.347], [-2.714, -0.030, -2.365], [-2.183, 1.149, -1.565], [-2.659, 1.154, 0.170], [-2.309, 2.445, 0.892], [-4.188, 0.725, 0.166], [-1.986, -0.188, 0.642], [-0.652, 1.327, -1.790], [0.119, 0.198, -1.449], [2.854, -0.039, 0.481], [1.956, 0.373, 1.463], [1.276, -0.558, 2.237], [1.494, -1.902, 2.043], [2.390, -2.341, 1.080], [3.058, -1.402, 0.309], [4.080, 3.612, -0.668], [2.657, 3.237, 0.304], [4.271, 2.990, 0.958], [6.058, 0.568, 0.176], [5.596, -0.319, -1.284], [6.098, 1.351, -1.432], [3.803, 0.931, -3.101], [2.475, 0.073, -2.378], [2.622, 2.972, -3.168], [1.611, 2.581, -1.807], [-0.825, 2.873, -3.251], [-0.973, 0.976, -5.186], [-2.331, 1.742, -4.405], [-1.091, -0.890, -3.544], [-4.206, -0.374, -4.864], [-3.270, -2.310, -4.280], [-1.478, -0.888, -6.482], [-2.595, -0.913, -1.738], [-3.787, 0.108, -2.495], [-2.619, 1.995, -1.941], [-1.867, 3.201, 0.389], [-4.758, 1.346, -0.307], [-2.421, -0.594, 1.406], [-0.350, 2.133, -1.122], [0.266, 0.095, -0.449], [-0.210, -0.685, -1.809], [1.778, 1.430, 1.629], [0.579, -0.234, 2.999], [0.963, -2.624, 2.649], [2.596, -3.389, 0.909], [3.759, -1.734, -0.449], [-0.101, -6.583, -4.895], [0.844, -6.604, -3.682], [0.147, -7.233, -2.474], [-0.924, -6.334, -1.853], [-0.344, -4.963, -1.508], [0.346, -4.287, -2.695], [1.318, -5.226, -3.330], [2.419, -5.258, -2.667], [-0.707, -3.795, -3.702], [1.108, -3.054, -2.235], [2.049, -7.442, -4.090], [-1.125, -6.309, -4.653], [0.266, -5.904, -5.665], [-0.148, -7.581, -5.328], [0.897, -7.465, -1.712], [-0.290, -8.184, -2.784], [-1.778, -6.232, -2.527], [-1.309, -6.803, -0.946], [-1.128, -4.299, -1.132], [0.382, -5.081, -0.697], [-0.241, -3.460, -4.630], [-1.237, -2.946, -3.262], [-1.465, -4.531, -3.950], [1.818, -3.266, -1.444], [0.408, -2.315, -1.837], [1.650, -2.593, -3.063], [2.584, -6.979, -4.920], [1.699, -8.423, -4.410], [2.747, -7.584, -3.269], [-1.759, 3.887, 3.978], [-0.690, 3.608, 5.047], [-1.201, 2.578, 6.056], [-2.255, 3.140, 7.010], [-1.737, 4.399, 7.706], [-1.237, 5.468, 6.733], [-0.276, 4.856, 5.760], [0.894, 4.726, 6.276], [-2.421, 6.133, 6.013], [-0.523, 6.578, 7.494], [0.518, 3.050, 4.301], [-2.768, 3.973, 4.372], [-1.526, 4.798, 3.424], [-1.779, 3.063, 3.268], [-0.356, 2.207, 6.644], [-1.602, 1.722, 5.506], [-3.185, 3.352, 6.475], [-2.502, 2.387, 7.760], [-2.518, 4.835, 8.332], [-0.918, 4.119, 8.376], [-2.070, 6.769, 5.200], [-2.958, 6.761, 6.723], [-3.147, 5.431, 5.614], [0.287, 6.196, 8.110], [-1.241, 7.073, 8.147], [-0.112, 7.320, 6.808], [0.925, 3.791, 3.610], [0.199, 2.178, 3.726], [1.312, 2.741, 4.976]],
  "mulliken_charge": [-1.170, -0.191, -1.121, 0.716, -1.456, 0.964, -0.280, -0.416, -0.248, -1.627, 1.266, 0.574, -0.788, -1.251, 0.024, 0.545, -0.448, -0.493, -0.472, -2.038, 1.851, 0.461, -0.463, -0.333, -0.839, -0.441, -0.208, 0.373, 0.300, 0.379, 0.370, 0.368, 0.358, 0.663, -0.838, 0.635, 0.117, 0.487, 0.592, 0.347, -0.148, 0.089, 0.081, 0.309, 0.304, 0.664, 0.659, 0.263, 0.357, 0.412, 0.984, -0.462, -0.980, 0.417, 0.579, 0.421, 0.467, 0.291, -1.648, 1.595, -1.303, -0.587, -1.226, 2.387, 0.483, -0.638, -1.674, -1.672, -1.864, 0.284, 0.346, 0.489, 0.382, 0.389, 0.347, 0.429, 0.285, 0.455, 0.517, -0.343, 0.331, 0.568, -0.211, 0.666, 0.440, 0.439, 0.380, -1.750, 2.042, -1.294, -0.551, -1.305, 1.616, 0.497, -0.607, -1.683, -1.818, -1.870, 0.212, 0.462, 0.204, 0.464, 0.312, 0.317, 0.396, 0.392, 0.376, 0.359, 0.465, 0.280, 0.380, 0.425, 0.440, 0.518, 0.174, 0.525],
  "spin_multiplicity": 3,
  "e_tot_ev": -85358.53875,
  "lumo_energy_ev": [-3.391, -3.391],
  "homo_ev": [-9.86, -10.90],
  "charge": 1,
  "orbital_gap_ev": [6.468, 7.504]
}